[1]
79
Properties=species:S:1:pos:R:3 method="wB97M-V/def2-TZVPD" relative_energy_kcal_mol=0.0 multiplicity=1 homo_ev=-8.444 max_force_ev_per_a=1.56
C 5.19 -1.11 0.39
C 4.76 0.26 -0.16
C 3.34 0.31 -0.71
Cl 3.35 1.63 -1.96
C 2.18 0.54 0.30
C 2.51 1.65 1.33
C 3.19 1.22 2.60
F 2.20 0.79 3.51
C 0.94 1.03 -0.52
C -0.44 0.78 0.15
S -1.46 -0.32 -0.89
C -0.36 0.32 1.57
C -1.75 0.16 2.23
O -1.82 -0.92 3.11
C -1.61 -0.63 4.48
O 0.33 -0.95 1.74
S 1.70 -1.08 0.96
O 1.47 -1.88 -0.20
O 2.66 -1.62 1.86
H 4.77 -1.91 -0.20
H 6.26 -1.17 0.29
H 4.98 -1.23 1.44
H 5.41 0.47 -1.00
H 4.97 1.02 0.58
H 3.17 -0.59 -1.27
H 3.17 2.33 0.81
H 1.62 2.23 1.54
H 3.90 0.43 2.45
H 3.66 2.09 3.06
H 1.04 2.09 -0.68
H 0.95 0.48 -1.44
H -0.96 1.72 0.16
H -2.19 0.56 -1.58
H 0.16 1.04 2.18
H -1.96 1.11 2.72
H -2.52 0.02 1.48
H -2.49 -0.89 5.06
H -1.37 0.41 4.66
H -0.78 -1.22 4.84
C -0.89 3.26 -4.01
S -0.98 3.91 -2.34
O -1.67 2.88 -1.52
C -2.19 5.20 -2.69
H -0.21 2.41 -4.00
H -1.88 2.94 -4.33
H -0.50 4.03 -4.68
H -3.09 4.75 -3.10
H -1.76 5.91 -3.39
H -2.42 5.70 -1.76
C 5.64 1.06 6.77
S 6.18 0.15 5.32
O 5.60 0.83 4.14
C 5.16 -1.31 5.61
H 6.12 2.03 6.75
H 4.56 1.19 6.74
H 5.93 0.52 7.67
H 4.12 -1.01 5.66
H 5.47 -1.78 6.55
H 5.32 -2.00 4.79
C -1.38 -3.88 -2.48
S -2.58 -3.08 -3.56
O -3.81 -2.85 -2.76
C -2.89 -4.51 -4.61
H -1.09 -3.16 -1.72
H -1.84 -4.75 -2.01
H -0.51 -4.18 -3.06
H -3.25 -5.34 -3.99
H -1.97 -4.79 -5.12
H -3.65 -4.23 -5.33
C -6.47 -1.48 -3.00
S -7.64 -1.79 -4.33
O -6.85 -1.88 -5.59
C -8.39 -0.15 -4.31
H -5.86 -2.37 -2.88
H -5.83 -0.64 -3.26
H -7.02 -1.28 -2.08
H -7.62 0.61 -4.48
H -8.88 0.01 -3.35
H -9.13 -0.11 -5.11

***

[2]
106
Properties=species:S:1:pos:R:3 method="wB97M-V/def2-TZVPD" relative_energy_kcal_mol=20.7 multiplicity=1 homo_ev=-15.039 max_force_ev_per_a=1.63 charge=+3
Hf 0.87 -0.17 -1.42
C 4.03 1.33 -0.11
C 3.45 -0.05 0.08
C 3.38 -0.64 1.35
C 4.16 -0.06 2.51
C 2.70 -1.86 1.51
C 2.56 -2.45 2.90
C 2.28 -2.59 0.39
C 1.70 -3.97 0.56
C 2.62 -2.14 -0.90
C 2.68 -3.17 -2.02
C 3.16 -0.85 -1.07
C 3.86 -0.43 -2.37
H 3.50 1.89 -0.89
H 5.08 1.28 -0.42
H 3.99 1.92 0.80
H 4.78 -0.86 2.94
H 3.53 0.30 3.33
H 4.83 0.74 2.21
H 3.37 -3.16 3.08
H 1.62 -2.99 3.03
H 2.62 -1.69 3.67
H 2.51 -4.71 0.61
H 1.06 -4.25 -0.28
H 1.11 -4.06 1.47
H 1.77 -3.76 -2.10
H 3.49 -3.87 -1.78
H 2.91 -2.74 -2.98
H 4.92 -0.63 -2.24
H 3.76 0.63 -2.57
H 3.53 -0.97 -3.24
I 1.87 4.60 -3.13
C 1.43 2.88 -4.19
C 1.31 2.96 -5.60
C 1.08 1.85 -6.35
I 0.93 2.04 -8.40
C 0.95 0.58 -5.71
C 0.78 -0.64 -6.39
C 0.70 -1.82 -5.69
C 0.77 -1.80 -4.31
N 0.93 -0.67 -3.61
C 1.04 0.53 -4.31
C 1.29 1.69 -3.54
O 1.42 1.51 -2.18
H 1.43 3.92 -6.08
H 0.72 -0.63 -7.47
H 0.58 -2.77 -6.20
H 0.70 -2.72 -3.75
C -3.38 2.20 -2.68
C -2.18 1.44 -2.28
N -1.24 0.87 -1.98
H -3.87 1.71 -3.52
H -3.10 3.21 -2.97
H -4.08 2.25 -1.84
C 0.79 3.77 2.66
N 0.50 2.46 3.27
C -0.95 2.34 3.49
N -1.72 2.53 2.26
C -1.38 3.83 1.67
N 0.06 3.98 1.41
C 0.52 3.11 0.34
P 0.27 1.31 0.80
C 1.05 1.36 2.51
C -1.53 1.43 1.33
H 1.86 3.86 2.48
H 0.50 4.54 3.36
H -1.25 3.12 4.20
H -1.18 1.37 3.92
H -1.69 4.60 2.37
H -1.94 3.96 0.74
H 1.58 3.28 0.14
H -0.02 3.30 -0.58
H 2.12 1.49 2.38
H 0.87 0.41 3.01
H -1.85 0.49 1.78
H -2.14 1.59 0.44
C -5.65 2.22 2.97
C -4.73 1.04 3.13
C -4.83 -0.10 2.33
C -3.98 -1.20 2.48
C -2.98 -1.17 3.44
N -1.99 -2.18 3.67
C -1.42 -3.10 2.86
O -0.28 -3.51 3.02
N -2.19 -3.54 1.74
C -1.90 -3.17 0.45
C -2.60 -3.71 -0.63
C -2.41 -3.20 -1.90
C -1.50 -2.18 -2.09
N -0.74 -1.72 -1.08
C -0.96 -2.19 0.17
C -2.88 -0.05 4.27
C -3.74 1.03 4.12
H -6.33 2.09 2.13
H -5.08 3.14 2.82
H -6.26 2.37 3.87
H -5.62 -0.15 1.59
H -4.15 -2.07 1.86
H -1.42 -2.03 4.49
H -2.88 -4.25 1.91
H -3.32 -4.51 -0.47
H -2.97 -3.57 -2.75
H -1.39 -1.71 -3.05
H -0.35 -1.78 0.97
H -2.13 -0.03 5.06
H -3.65 1.88 4.80

***

[3]
8
Properties=species:S:1:pos:R:3 method="wB97M-V/def2-TZVPD" relative_energy_kcal_mol=103.4 multiplicity=1 smiles="[H]/N=N/CO" homo_ev=-8.089 max_force_ev_per_a=3.37
H -2.63 -0.97 -0.17
N -1.66 -0.74 -0.16
N -1.20 0.34 0.10
C 0.58 0.37 0.24
O 1.67 -0.47 -0.14
H 0.45 0.34 1.30
H 0.62 1.32 -0.28
H 2.16 -0.19 -0.89

***

[4]
49
Properties=species:S:1:pos:R:3 method="wB97M-V/def2-TZVPD" multiplicity=2 homo_ev="-9.967 / -11.126" max_force_ev_per_a=1.38 charge=+1
N -2.81 -2.23 -0.09
C -3.72 -1.37 -0.75
Cl -4.54 -2.26 -2.09
N -4.77 -0.96 0.21
C -5.02 0.37 0.34
N -6.26 0.84 0.37
N -3.97 1.18 0.49
C -2.75 0.88 -0.29
C -3.10 -0.11 -1.39
O -1.90 -0.42 -2.04
H -2.76 -2.05 0.90
H -1.89 -2.22 -0.50
H -5.61 -1.51 0.09
H -6.43 1.83 0.24
H -7.05 0.25 0.55
H -4.23 2.16 0.53
H -2.34 1.80 -0.70
H -1.99 0.44 0.36
H -3.82 0.34 -2.09
H -2.10 -0.97 -2.81
C 2.89 -0.23 2.39
C 3.68 0.18 1.13
C 3.48 1.66 0.81
C 2.10 1.99 0.25
C 1.78 1.11 -0.96
C 1.92 -0.39 -0.66
N 3.27 -0.64 -0.06
O 4.19 -0.72 -0.95
C 0.79 -0.85 0.27
C 1.81 -1.20 -1.94
C 5.16 -0.08 1.40
H 3.57 -0.32 3.24
H 2.13 0.49 2.67
H 2.42 -1.21 2.27
H 4.23 1.96 0.08
H 3.67 2.24 1.72
H 1.33 1.88 1.02
H 2.07 3.04 -0.06
H 0.76 1.29 -1.31
H 2.45 1.36 -1.78
H 0.94 -1.89 0.58
H -0.14 -0.80 -0.30
H 0.67 -0.24 1.16
H 2.52 -0.86 -2.69
H 0.80 -1.08 -2.34
H 1.99 -2.26 -1.75
H 5.35 -1.14 1.57
H 5.45 0.47 2.30
H 5.79 0.26 0.58